Formula: C4H8OSi
Source: the Open Molecules 2025 dataset
Level of theory: ωB97M-V/def2-TZVPD

Structure (XYZ):
```
14
Properties=species:S:1:pos:R:3:lowdin_charge:R:1
C 1.47195 0.07405 0.12942 -0.60
C 1.01577 -1.29638 -0.08389 0.08
C 0.48641 0.93390 -0.60717 -0.32
C -1.39532 -0.88584 0.54155 -0.13
O 2.42003 0.37332 0.81580 0.08
Si -1.09761 0.98968 0.38803 0.59
H 0.93467 -1.43152 -1.19912 0.10
H 1.12070 -2.14029 0.57031 0.06
H 0.98429 1.98553 -0.86264 0.13
H 0.23329 0.45497 -1.51260 0.04
H -1.71822 -1.36261 -0.44176 0.03
H -1.65153 -1.48542 1.48113 0.02
H -0.85208 2.02477 1.39531 -0.05
H -1.95236 1.76584 -0.61439 -0.04
```

Computed properties:
Calculated total energy: -14198.644 eV
Kohn-Sham gap (alpha / beta): 8.318 / 8.407 eV
HOMO (alpha / beta): -9.11 / -9.11 eV
Relative energy (zero: lowest compared OMol25 entry of this formula, charge and spin): 92.2 kcal per mole
Largest force on an atom: 4.507 eV/Å
Molecular weight: 100.193 u
Total charge: 0

Formula: C4H8P
Source: the Open Molecules 2025 dataset
Level of theory: ωB97M-V/def2-TZVPD

Structure (XYZ):
```
13
Properties=species:S:1:pos:R:3:lowdin_charge:R:1
C -1.68241 -1.19633 -0.05690 -0.12
C -1.21232 -1.08815 1.18536 -0.21
C -0.54089 1.78877 -0.29371 -0.25
C 2.25905 -0.78137 -0.29417 0.17
P -0.21104 0.01790 0.11437 1.02
H -2.52237 -1.39767 -0.68884 0.08
H -1.19041 -1.50570 2.22948 0.11
H -1.20452 1.83544 -1.24030 0.09
H 0.35569 2.26083 -0.64064 0.03
H -1.01516 2.21241 0.62033 0.06
H 2.41207 -0.49296 0.71491 0.00
H 2.64699 0.01205 -0.85289 0.00
H 1.90532 -1.66520 -0.79702 0.03
```

Computed properties:
Calculated total energy: -13554.650 eV
Kohn-Sham gap: 8.574 eV
HOMO: -14.04 eV
Relative energy (zero: lowest compared OMol25 entry of this formula, charge and spin): 57.9 kcal per mole
Largest force on an atom: 3.840 eV/Å
Molecular weight: 87.082 u
Total charge: +1

Formula: C4H8P2
Source: the Open Molecules 2025 dataset
Level of theory: ωB97M-V/def2-TZVPD

Structure (XYZ):
```
14
Properties=species:S:1:pos:R:3:lowdin_charge:R:1
C 0.33703 -0.17987 1.33181 -0.90
C -1.42565 0.01286 -0.48687 -0.15
C 1.17003 0.01793 -1.03151 -0.11
C 0.01009 -0.49751 -0.13159 -0.49
P 0.95059 1.43145 2.04347 0.53
P -0.82573 0.69239 2.48109 0.55
H 0.98253 -0.94005 1.74861 0.03
H -1.78018 1.00005 -0.09936 0.04
H -2.31856 -0.72590 -0.33238 0.09
H -1.67231 0.18131 -1.61899 0.09
H 2.12332 -0.04196 -0.43543 0.07
H 1.05593 1.09628 -1.22903 0.06
H 1.31795 -0.50606 -2.04745 0.10
H 0.07498 -1.54092 -0.19239 0.09
```

Computed properties:
Calculated total energy: -22853.213 eV
Kohn-Sham gap: 8.203 eV
HOMO: -8.80 eV
Relative energy (zero: lowest compared OMol25 entry of this formula, charge and spin): 28.5 kcal per mole
Largest force on an atom: 3.615 eV/Å
Molecular weight: 118.056 u
Total charge: 0

Formula: C4H8S2
Source: the Open Molecules 2025 dataset
Level of theory: ωB97M-V/def2-TZVPD

Structure (XYZ):
```
14
Properties=species:S:1:pos:R:3:lowdin_charge:R:1
C 2.08611 1.30796 0.12129 -0.41
C 0.30149 -0.75835 0.15717 -0.56
C -0.90793 -0.42657 -0.60886 -0.65
C -2.16661 -0.68810 0.11155 -0.43
H 2.70165 1.22899 0.99165 0.02
H 2.62872 1.88154 -0.59965 0.02
H 1.14693 1.71547 0.42717 0.02
H 0.25895 -0.35085 1.11535 0.07
H 0.36969 -1.86083 0.17999 0.10
H -1.05864 -0.74317 -1.61710 0.09
H -2.92840 -1.15878 -0.43590 0.04
H -2.24527 -0.93978 1.17528 0.09
S 1.81799 -0.28576 -0.60532 0.82
S -2.00468 1.07824 -0.41262 0.77
```

Computed properties:
SMILES string: CSC[C@H]1CS1
Calculated total energy: -25947.070 eV
Kohn-Sham gap: 9.374 eV
HOMO: -8.52 eV
Relative energy (zero: lowest compared OMol25 entry of this formula, charge and spin): 31.0 kcal per mole
Largest force on an atom: 2.384 eV/Å
Molecular weight: 120.242 u
Total charge: 0

Formula: C4H8Si
Source: the Open Molecules 2025 dataset
Level of theory: ωB97M-V/def2-TZVPD

Structure (XYZ):
```
13
Properties=species:S:1:pos:R:3:lowdin_charge:R:1
C 4.58879 1.14626 0.39912 -0.26
C 3.43486 0.89538 0.13548 -0.29
C -0.86515 1.24283 -0.13056 -0.25
C -1.51244 -1.56816 -0.01890 -0.27
Si -0.06106 -0.41778 0.35387 0.97
H 5.61289 1.23181 0.63994 -0.07
H -1.10731 1.95160 0.75513 0.07
H -0.31011 1.87341 -0.90061 0.06
H -1.75073 0.83684 -0.61726 -0.01
H -2.48012 -1.24504 0.54240 0.07
H -1.90647 -1.51183 -1.17703 0.11
H -1.40800 -2.61620 0.22223 0.00
H 1.44682 -0.39160 0.54516 -0.12
```

Computed properties:
Calculated total energy: -12147.606 eV
Kohn-Sham gap (alpha / beta): 4.962 / 4.964 eV
HOMO (alpha / beta): -7.44 / -7.44 eV
Relative energy (zero: lowest compared OMol25 entry of this formula, charge and spin): 150.6 kcal per mole
Largest force on an atom: 2.999 eV/Å
Molecular weight: 84.194 u
Total charge: 0

Formula: C4H9B
Source: the Open Molecules 2025 dataset
Level of theory: ωB97M-V/def2-TZVPD

Structure (XYZ):
```
14
Properties=species:S:1:pos:R:3:lowdin_charge:R:1
B -0.47657 0.07698 -0.20913 -0.13
C 2.08125 -0.25179 1.25227 -0.15
C 1.52283 0.50215 0.34962 -0.10
C -1.34732 1.36225 -0.51618 -0.07
C -0.79876 -1.43747 -0.46245 -0.07
H 3.05144 -0.22550 1.80737 0.05
H 1.57816 -1.16816 1.60446 0.04
H 1.92120 1.26865 -0.38094 0.05
H -0.87922 2.33584 -0.98028 0.10
H -1.96638 1.67591 0.27396 0.04
H -2.06972 1.17087 -1.24600 0.02
H -1.56087 -1.76854 0.22101 0.05
H 0.17549 -2.04406 -0.24632 0.09
H -1.23154 -1.49712 -1.46737 0.07
```

Computed properties:
Calculated total energy: -4967.175 eV
Kohn-Sham gap: 9.172 eV
HOMO: -8.55 eV
Relative energy (zero: lowest compared OMol25 entry of this formula, charge and spin): 48.8 kcal per mole
Largest force on an atom: 5.096 eV/Å
Molecular weight: 67.928 u
Total charge: 0